{"formula": "C74H187N13O24", "method": "ωB97M-V with the def2-TZVPD basis set", "de_lowest_kcal_mol": 186.2, "largest_force_ev_per_a": 3.25, "lumo_ha": 0.01966, "total_energy_ha": -5448.26919, "gap_ev": 8.78, "elements": ["C", "O", "C", "C", "N", "C", "C", "O", "C", "H", "H", "H", "H", "H", "H", "H", "H", "H", "H", "H", "H", "H", "H", "H", "C", "O", "C", "C", "N", "C", "C", "O", "C", "H", "H", "H", "H", "H", "H", "H", "H", "H", "H", "H", "H", "H", "H", "H", "C", "O", "C", "C", "N", "C", "C", "O", "C", "H", "H", "H", "H", "H", "H", "H", "H", "H", "H", "H", "H", "H", "H", "H", "C", "O", "C", "C", "N", "C", "C", "O", "C", "H", "H", "H", "H", "H", "H", "H", "H", "H", "H", "H", "H", "H", "H", "H", "C", "O", "C", "C", "N", "C", "C", "O", "C", "H", "H", "H", "H", "H", "H", "H", "H", "H", "H", "H", "H", "H", "H", "H", "C", "O", "C", "C", "N", "C", "C", "O", "C", "H", "H", "H", "H", "H", "H", "H", "H", "H", "H", "H", "H", "H", "H", "H", "C", "O", "C", "C", "N", "C", "C", "O", "C", "H", "H", "H", "H", "H", "H", "H", "H", "H", "H", "H", "H", "H", "H", "H", "C", "O", "C", "C", "N", "C", "C", "O", "C", "H", "H", "H", "H", "H", "H", "H", "H", "H", "H", "H", "H", "H", "H", "H", "C", "O", "C", "C", "N", "C", "C", "O", "C", "H", "H", "H", "H", "H", "H", "H", "H", "H", "H", "H", "H", "H", "H", "H", "C", "O", "C", "C", "N", "C", "C", "O", "C", "H", "H", "H", "H", "H", "H", "H", "H", "H", "H", "H", "H", "H", "H", "H", "C", "O", "C", "C", "N", "C", "C", "O", "C", "H", "H", "H", "H", "H", "H", "H", "H", "H", "H", "H", "H", "H", "H", "H", "C", "C", "C", "O", "C", "N", "H", "H", "H", "H", "H", "H", "H", "H", "H", "H", "H", "C", "C", "C", "O", "C", "N", "H", "H", "H", "H", "H", "H", "H", "H", "H", "H", "H"], "positions_angstrom": [[-2.675289, -6.562349, 0.994594], [-2.955968, -6.694017, -0.379726], [-1.758829, -7.007468, -1.169120], [-2.246365, -6.829615, -2.679322], [-2.194755, -5.460861, -3.105167], [-3.142827, -4.470586, -2.606227], [-2.931344, -3.328350, -3.675554], [-3.337362, -3.862934, -4.953723], [-3.180134, -3.038798, -6.065881], [-2.514362, -7.586354, 1.331667], [-3.606877, -6.266474, 1.476984], [-1.793244, -6.044244, 1.371009], [-1.287414, -7.946945, -0.880583], [-0.925050, -6.305489, -1.180643], [-3.173502, -7.375958, -2.852574], [-1.509785, -7.337270, -3.302096], [-2.166248, -5.279227, -4.098294], [-2.712010, -4.188870, -1.645424], [-4.134571, -4.915551, -2.525371], [-1.880086, -3.054221, -3.587162], [-3.454737, -2.396128, -3.463123], [-3.742737, -3.478516, -6.889429], [-2.100564, -3.104147, -6.201369], [-3.606648, -2.062134, -5.837167], [4.670040, 0.668890, -1.906694], [4.763617, 0.542435, -0.516345], [4.913252, 1.684181, 0.312669], [4.695543, 1.251575, 1.753314], [3.275278, 0.963288, 1.917364], [2.983703, 0.494381, 3.214836], [1.556372, 0.034388, 3.235729], [1.176034, -0.297504, 4.559087], [0.012961, -1.055207, 4.543288], [3.766024, 1.213924, -2.178375], [4.720584, -0.266023, -2.464799], [5.599391, 1.087765, -2.292638], [4.226264, 2.519977, 0.180047], [5.939906, 1.998205, 0.124339], [5.053646, 2.051386, 2.401507], [5.202071, 0.299782, 1.913338], [2.970658, 0.409510, 1.129564], [2.987307, 1.375139, 3.856981], [3.668432, -0.321450, 3.446495], [1.380468, -0.736205, 2.485166], [0.914776, 0.861338, 2.931408], [-0.830534, -0.396460, 4.336740], [-0.250356, -1.530564, 5.488172], [-0.043745, -1.887502, 3.841739], [0.662682, 0.026083, -4.538262], [2.091137, -0.258906, -4.135216], [3.072241, -0.563861, -5.119930], [2.897950, -2.091577, -5.589526], [2.946735, -2.971253, -4.440957], [4.315114, -3.308711, -3.966793], [4.335436, -3.855593, -2.540530], [4.055913, -2.881598, -1.497821], [4.044128, -3.327139, -0.170820], [0.012468, -0.745872, -4.949852], [0.700126, 0.891962, -5.199285], [0.213030, 0.475448, -3.652836], [4.074935, -0.363571, -4.742316], [2.857422, 0.119698, -5.941331], [3.663985, -2.351381, -6.320131], [1.931774, -2.083203, -6.094046], [2.345670, -2.598154, -3.720110], [4.975921, -2.446534, -4.056782], [4.789332, -4.055915, -4.603105], [5.340866, -4.259108, -2.420617], [3.736091, -4.765927, -2.527077], [3.987129, -2.482708, 0.516042], [5.065294, -3.674046, -0.012813], [3.471312, -4.216275, 0.092655], [3.784042, 5.164283, -4.573285], [4.358459, 5.698075, -3.410041], [4.044761, 7.033812, -3.151511], [2.695049, 7.043133, -2.355427], [2.836109, 6.499555, -1.005838], [1.588794, 6.658061, -0.234527], [1.645177, 6.040494, 1.178238], [1.740468, 4.602353, 1.096107], [1.153049, 3.840659, 2.128874], [4.223114, 4.190007, -4.788013], [3.965553, 5.743047, -5.478924], [2.751814, 4.814576, -4.590874], [3.979949, 7.671697, -4.032983], [4.838755, 7.607862, -2.673864], [1.960829, 6.599493, -3.027894], [2.428253, 8.083900, -2.171788], [3.102897, 5.525534, -0.991507], [0.807125, 6.064220, -0.708281], [1.248521, 7.691464, -0.300912], [0.754864, 6.167005, 1.794218], [2.480923, 6.384950, 1.787318], [1.230057, 4.320182, 3.104695], [1.775880, 2.948519, 2.063545], [0.124119, 3.654458, 1.821103], [-3.912548, 8.247868, -10.429057], [-3.251361, 9.253218, -9.711229], [-1.936475, 9.502411, -9.913839], [-1.096863, 9.469148, -8.611131], [-1.187346, 8.154672, -8.073160], [-0.018854, 7.730165, -7.170036], [-0.338361, 6.687993, -6.137053], [-1.205449, 7.244667, -5.131666], [-1.767721, 6.426964, -4.227511], [-3.328569, 7.334738, -10.313919], [-3.898508, 8.448695, -11.500308], [-4.896194, 7.999998, -10.030186], [-1.835662, 10.519779, -10.291867], [-1.556509, 8.907068, -10.744075], [-1.166999, 10.221978, -7.826007], [-0.083220, 9.599968, -8.989976], [-2.100255, 7.876293, -7.742693], [0.461742, 8.576613, -6.679461], [0.754781, 7.269694, -7.784488], [0.520738, 6.181010, -5.697707], [-0.782463, 5.797506, -6.581915], [-2.211318, 5.513256, -4.623048], [-2.529541, 6.986792, -3.684992], [-1.194894, 6.090558, -3.363337], [-10.977985, 3.453494, 1.347333], [-9.590235, 3.192592, 1.466184], [-8.740826, 4.111870, 0.853230], [-7.337283, 3.721633, 1.391964], [-6.541072, 2.771179, 0.631871], [-5.406686, 2.161572, 1.423883], [-4.405829, 3.110130, 2.123998], [-3.349635, 2.421875, 2.678524], [-2.405879, 3.270115, 3.172500], [-11.533600, 3.006379, 2.171652], [-11.484622, 3.028252, 0.480965], [-11.347396, 4.477813, 1.396238], [-9.119644, 5.114290, 0.653877], [-8.786027, 3.861924, -0.206769], [-7.269554, 3.396445, 2.430125], [-6.705991, 4.594950, 1.228026], [-7.086691, 1.971436, 0.344100], [-4.843700, 1.505434, 0.760089], [-5.765172, 1.578971, 2.272511], [-4.977802, 3.666244, 2.866758], [-3.889355, 3.666260, 1.341653], [-1.980609, 3.998048, 2.481592], [-1.448835, 2.751863, 3.232392], [-2.706774, 3.756960, 4.100155], [6.766046, -5.471050, 2.419056], [6.098396, -4.984369, 3.614593], [5.193940, -3.947103, 3.409996], [4.255520, -3.805828, 4.531116], [2.874132, -3.835206, 3.976622], [2.234147, -5.040910, 4.351789], [0.758011, -5.088267, 3.958768], [0.057366, -4.174365, 4.703377], [-0.424202, -4.736341, 5.907496], [7.731784, -5.873775, 2.724434], [7.019418, -4.732876, 1.658129], [6.225860, -6.352265, 2.073002], [4.710344, -4.183044, 2.462064], [5.795910, -3.045422, 3.297274], [4.483857, -2.896278, 5.086715], [4.428282, -4.456783, 5.388147], [2.461167, -3.021049, 4.408707], [2.328681, -5.291027, 5.408486], [2.781737, -5.803619, 3.798133], [0.457813, -6.130183, 4.070106], [0.563577, -4.962210, 2.893687], [-0.974958, -3.957081, 6.434308], [0.477922, -4.938877, 6.484778], [-1.109547, -5.568656, 5.747315], [-5.708566, 0.638585, -3.968438], [-4.856189, 1.738628, -3.906109], [-4.617988, 2.141142, -2.513786], [-3.757319, 3.369363, -2.268211], [-4.376903, 4.365355, -1.437703], [-5.374336, 5.141003, -2.167317], [-5.783193, 6.315637, -1.229329], [-6.968232, 6.880766, -1.873644], [-7.841132, 7.473598, -0.914865], [-5.705281, 0.227026, -4.977745], [-6.731597, 0.976939, -3.804006], [-5.417393, -0.107398, -3.228969], [-4.151126, 1.248553, -2.097328], [-5.624677, 2.289599, -2.123094], [-3.340345, 3.966414, -3.079240], [-2.885280, 3.052315, -1.696247], [-4.936795, 3.840406, -0.781163], [-6.183147, 4.475135, -2.468216], [-4.945469, 5.517094, -3.096157], [-5.013816, 7.085574, -1.171355], [-5.874899, 5.821611, -0.262049], [-8.842110, 7.181213, -1.232118], [-7.762415, 8.550694, -1.062367], [-7.728015, 7.177665, 0.128079], [-7.066531, -1.125684, 2.174949], [-6.365140, -1.540509, 1.057038], [-5.435031, -2.590272, 1.356963], [-4.337745, -2.043045, 2.228174], [-4.291457, -2.835518, 3.479215], [-3.283393, -2.407943, 4.422714], [-3.679559, -2.898020, 5.813619], [-4.803885, -2.153547, 6.258050], [-5.477930, -2.712186, 7.430310], [-7.498794, -1.919389, 2.784284], [-7.930136, -0.483664, 2.001478], [-6.414784, -0.642184, 2.902658], [-5.044500, -2.935913, 0.399825], [-5.889330, -3.526362, 1.681694], [-4.398874, -0.970115, 2.410328], [-3.439540, -2.216320, 1.635460], [-5.175692, -2.713068, 3.951693], [-3.238913, -1.328910, 4.570400], [-2.341152, -2.769117, 4.010595], [-2.958955, -2.856898, 6.630399], [-3.980617, -3.945609, 5.810968], [-6.443790, -2.227695, 7.573432], [-4.859638, -2.492910, 8.300789], [-5.574237, -3.797475, 7.399338], [1.647764, -7.392811, 1.136585], [0.465068, -7.962615, 1.869525], [0.395718, -9.372092, 1.800213], [1.020023, -10.068957, 2.984121], [1.124542, -9.287594, 4.171466], [0.020561, -9.581248, 5.048186], [0.354726, -8.955066, 6.435993], [-0.806027, -8.626197, 7.300083], [-0.634259, -9.056918, 8.615871], [2.589682, -7.643907, 1.624272], [1.607610, -6.304444, 1.180615], [1.682756, -7.718401, 0.096935], [0.622170, -9.959200, 0.910207], [-0.625660, -9.713665, 1.968201], [2.028111, -10.456681, 2.837439], [0.467259, -10.996534, 3.132952], [0.930683, -8.346917, 3.858990], [0.041485, -10.652751, 5.247005], [-0.974013, -9.305250, 4.697843], [1.010678, -8.094994, 6.301442], [1.000236, -9.746488, 6.816872], [-1.347683, -8.836132, 9.409835], [0.281149, -8.683358, 9.074764], [-0.620988, -10.145232, 8.556581], [7.321258, -1.423367, -1.391674], [8.309771, -2.406152, -1.168520], [9.415644, -2.069840, -0.305650], [9.906683, -3.520725, 0.130013], [11.171806, -3.595557, 0.924893], [11.382008, -4.923325, 1.338742], [12.682038, -4.939211, 2.198506], [13.707135, -5.010321, 1.237362], [15.024556, -4.739913, 1.717031], [6.344042, -1.790093, -1.077555], [7.148010, -1.375393, -2.466747], [7.601214, -0.457507, -0.971153], [9.118468, -1.437702, 0.531116], [10.260202, -1.689244, -0.880086], [9.817085, -4.221897, -0.699700], [9.138444, -3.860975, 0.824371], [11.912763, -3.405846, 0.265282], [11.424534, -5.636301, 0.515363], [10.486922, -5.420143, 1.713041], [12.711677, -5.919045, 2.675105], [12.660072, -4.150702, 2.950750], [15.077337, -3.976152, 2.492905], [15.717923, -4.537046, 0.900837], [15.399013, -5.592861, 2.283038], [-2.162227, 8.627160, -0.068975], [-1.990732, 7.422375, 0.784305], [-3.213833, 7.458430, 1.828300], [-3.132853, 8.529977, 2.738672], [-4.022134, 8.542739, 3.849386], [-2.033535, 6.226713, -0.081287], [-2.932591, 8.578177, -0.838536], [-1.219877, 8.958920, -0.504895], [-2.509120, 9.549424, 0.397063], [-1.075976, 7.389185, 1.376099], [-3.261562, 6.563594, 2.448851], [-4.207194, 7.546667, 1.388344], [-3.935402, 9.280715, 4.646860], [-3.958852, 7.594145, 4.382556], [-5.073265, 8.483526, 3.567048], [-1.920269, 5.430001, 0.529050], [-2.936535, 6.247396, -0.533260], [0.231755, -2.456016, -0.245317], [0.439430, -1.039706, -0.814760], [-0.661895, -0.172933, -0.341774], [-0.832384, 0.857626, -1.280662], [-0.248063, 2.105927, -1.026592], [1.700974, -0.529374, -0.247264], [0.308021, -2.433317, 0.841774], [1.064760, -3.083449, -0.562375], [-0.725542, -2.803331, -0.633960], [0.518499, -1.066164, -1.901569], [-0.455454, 0.229479, 0.649961], [-1.553342, -0.799591, -0.314953], [-0.596604, 2.442794, -0.050305], [-0.667648, 2.838648, -1.715905], [0.833717, 2.042628, -1.144243], [1.744646, 0.321497, -0.789659], [2.462352, -1.073799, -0.626733]], "atomic_forces_ev_per_a": [[-0.8, -1.9, 0.6], [2.4, 0.8, -0.9], [-1.8, 1.0, -1.8], [1.2, -1.1, 0.7], [0.2, 0.4, 0.0], [1.5, 0.2, -1.1], [-1.2, -0.5, 0.7], [-0.6, -0.8, 2.0], [0.4, -0.3, 0.6], [0.2, -0.3, 0.5], [0.2, 0.5, 0.0], [0.0, 0.7, -0.7], [-0.6, -0.5, -0.1], [-0.2, 0.8, 1.0], [-0.5, 0.2, 0.2], [0.1, -0.2, 0.0], [0.2, -1.2, -0.1], [-0.8, 0.6, 0.3], [-0.4, 0.5, 0.0], [0.4, -0.2, -0.6], [-0.5, 0.0, 0.0], [0.2, 0.0, 0.0], [0.1, 1.0, -1.0], [0.4, 0.4, -0.3], [0.7, 0.6, -0.3], [-1.0, -1.3, 0.5], [1.0, -0.3, 0.0], [-0.6, -0.6, -1.1], [0.9, 1.9, -1.2], [-1.0, -0.1, -0.2], [-0.5, 0.4, 0.2], [0.9, -1.1, -0.1], [-1.7, -0.1, 0.3], [0.1, 0.2, -0.4], [-0.7, -0.7, 0.9], [0.0, 1.1, -0.1], [-0.3, 0.0, -0.8], [0.2, 0.6, 0.3], [-0.1, -0.1, 0.3], [0.9, 0.1, 0.3], [-0.3, -0.5, 0.3], [0.8, -0.3, 0.7], [0.1, -0.1, 0.9], [0.0, -0.6, 0.3], [-0.1, 0.4, -0.3], [-0.4, 0.2, -0.3], [0.6, 0.3, 0.4], [0.6, 0.1, -0.4], [2.1, 1.3, 0.5], [-1.7, -0.3, 0.5], [-1.5, -1.0, -1.1], [0.4, 2.1, 0.9], [0.5, -0.9, -0.4], [-1.2, 1.0, 0.5], [0.7, 0.0, 0.2], [-1.3, -0.1, -2.0], [2.4, -0.7, 0.1], [0.6, -0.5, 0.1], [0.0, -0.2, -0.6], [0.0, -0.6, 0.3], [-0.2, 0.0, 0.4], [0.4, 0.0, -0.5], [0.0, -0.1, 0.0], [-0.1, -0.5, 0.1], [0.3, 0.1, 0.3], [0.2, 0.4, 0.3], [-0.3, -0.3, -0.1], [0.5, 0.2, 0.4], [-0.8, 0.2, 0.5], [-0.8, 0.0, -0.2], [0.5, -0.3, 0.5], [-0.9, 0.3, -0.3], [0.4, -1.2, -0.9], [0.5, -0.4, -0.5], [-1.6, 0.9, 0.8], [1.7, 1.0, 0.1], [-0.3, 0.2, 0.3], [-0.1, -1.4, -0.1], [0.0, -0.8, 0.4], [0.8, 1.0, -1.2], [0.7, 0.2, -1.0], [0.8, 0.0, 0.3], [0.0, 0.5, 0.1], [-0.7, 0.9, 0.8], [-0.7, -0.4, -0.8], [0.3, -0.9, 0.9], [-0.5, -0.3, 0.2], [-0.3, 0.2, -0.4], [0.0, -0.1, -0.2], [-0.5, 0.0, -0.3], [0.2, 0.1, 0.5], [-0.4, 0.9, -0.4], [0.3, 0.3, -0.1], [-0.1, 0.0, 0.1], [-0.5, -0.5, 0.6], [-0.2, -0.2, 0.5], [1.4, -1.0, -0.2], [-2.9, 0.2, 1.4], [1.3, 1.8, 0.0], [0.6, -1.1, -1.2], [1.9, -2.1, 1.5], [-1.1, 0.2, -0.9], [-1.2, -0.6, 0.8], [1.6, 1.3, -2.1], [-1.4, -1.3, 2.2], [0.1, -0.4, 0.0], [-0.5, 0.2, -0.2], [0.0, 0.7, 0.0], [-0.1, 0.5, -0.2], [0.6, -0.6, 0.4], [-0.9, 0.7, -0.3], [0.3, 0.0, 0.0], [0.2, 0.3, 0.3], [-0.2, 0.3, 0.1], [0.1, 0.1, -0.4], [0.7, 0.8, 0.4], [-0.9, 0.1, -0.4], [-0.2, -0.1, -0.5], [-0.5, 0.1, -0.4], [1.2, -0.1, -0.1], [-1.1, -0.5, 0.4], [-2.1, 0.4, 1.0], [0.9, -2.3, -1.6], [1.0, 1.9, -0.6], [1.0, -1.2, -0.3], [-0.1, 0.2, 0.5], [-1.0, 0.3, -2.2], [-0.4, -2.0, 0.3], [2.2, 0.4, 0.3], [0.5, -0.4, 0.3], [0.6, -0.2, -0.6], [0.9, 0.6, -0.1], [0.3, 0.7, 1.8], [0.8, -0.5, -0.7], [-0.9, 0.5, 0.4], [-0.1, 0.6, 0.9], [-0.3, -0.1, -0.1], [-0.1, -0.1, -0.1], [-0.5, -0.5, -0.1], [0.3, 0.6, 0.1], [-0.7, 1.3, -0.1], [-1.1, 0.9, -0.6], [-0.2, -0.8, 1.1], [0.1, 0.1, 0.1], [0.1, -0.4, 1.6], [1.7, -1.5, -0.3], [1.7, -0.3, -1.4], [-0.9, 0.7, 0.6], [1.2, 1.9, 1.3], [-0.7, -1.0, -1.0], [1.5, -1.2, -0.7], [-1.6, 0.5, 0.0], [0.4, 1.0, 0.3], [0.1, 0.1, 0.3], [-0.6, 0.2, 0.0], [-0.3, 0.3, -0.6], [-0.7, 0.5, 0.0], [-0.1, 0.5, -0.3], [-0.5, 0.7, -0.5], [-0.1, -1.1, -0.5], [-0.9, 0.0, -0.1], [0.0, 0.0, 0.4], [-0.1, -0.6, 0.1], [-0.5, -0.2, 0.6], [0.3, 0.7, -0.2], [0.0, 0.1, 0.0], [-0.4, -0.7, 0.5], [0.3, -0.3, 0.0], [-0.3, 0.3, -0.1], [1.2, 1.3, 0.3], [-0.6, -1.0, -2.1], [1.2, 0.2, 0.3], [-0.7, 0.4, 0.2], [0.8, 0.7, 0.5], [-0.6, -1.1, -2.7], [1.0, -0.9, 2.4], [-0.6, 0.4, -1.4], [0.3, -0.1, 0.0], [-0.3, -0.2, 0.4], [-0.1, -0.3, 0.0], [0.0, 0.1, 0.6], [0.0, 0.1, 0.6], [-0.2, -0.8, -0.8], [0.2, -0.3, -0.1], [-0.1, 0.0, 0.8], [-0.7, 0.4, 0.1], [0.1, 0.1, 0.0], [0.2, 0.0, 0.0], [-0.8, 0.5, 0.3], [-0.2, 0.1, 0.2], [-0.1, 0.2, 0.6], [0.5, -0.1, -0.1], [-0.4, 0.1, 1.7], [-0.5, -0.7, -0.7], [-0.5, 0.7, -1.3], [0.8, -1.6, 0.7], [-0.2, 0.5, -0.4], [-0.1, 0.0, 0.6], [-0.4, -0.9, 0.8], [-1.4, -0.1, 0.4], [1.3, 0.6, -0.6], [-0.1, -0.8, -0.3], [0.3, 0.3, -0.8], [0.2, 0.5, 0.0], [0.1, 0.6, -0.3], [-0.4, 0.3, 0.9], [-0.2, 0.2, -0.1], [0.5, 0.1, 0.5], [-0.4, 0.0, -0.1], [0.2, 0.5, -0.4], [0.4, 0.0, 0.7], [0.8, 0.4, -0.4], [0.0, -0.4, -0.5], [0.1, 0.0, -0.4], [0.0, 0.1, 0.2], [-0.2, -0.1, -0.4], [-0.9, -0.4, 1.0], [1.8, 0.5, -2.0], [-1.3, -1.1, 1.0], [2.3, -1.5, -0.4], [-1.1, 0.7, 0.5], [-0.4, 0.0, 2.1], [-0.8, -0.2, 0.1], [0.7, 0.4, -1.6], [1.0, -1.3, 0.6], [-0.1, -0.4, 0.2], [-0.5, -0.1, 0.0], [-0.3, -0.1, 0.1], [0.7, 0.9, -0.7], [-0.8, 1.1, -0.4], [0.3, 0.2, -0.8], [-0.3, 0.0, 0.2], [0.5, 0.6, 0.0], [-0.4, -0.1, -0.3], [-0.2, 0.2, -0.2], [-0.3, 0.4, 0.1], [-0.1, 0.2, 1.0], [-1.0, 0.7, -1.0], [0.5, -0.1, -0.3], [0.4, -0.3, 0.5], [-0.2, -0.5, -0.6], [0.7, 0.2, 0.6], [0.4, -2.8, -0.8], [-0.8, 1.3, 1.8], [-1.8, 1.5, -2.0], [0.6, -1.4, 0.8], [-1.8, -2.6, -1.0], [1.4, 1.7, -0.2], [-0.3, -0.7, 0.8], [0.0, 0.2, 0.8], [0.5, 0.5, -0.3], [-0.3, 0.0, 0.0], [0.1, 0.0, 0.0], [-0.2, 0.8, -0.1], [0.5, 0.2, -0.5], [-0.2, -0.1, 0.1], [0.4, 0.4, 0.0], [1.2, -0.1, -0.7], [-0.2, 0.8, 1.5], [-0.1, 0.0, 0.8], [0.5, 0.3, -0.4], [-0.3, 0.7, -0.4], [-0.4, 0.1, -0.1], [0.1, -0.6, -0.2], [0.6, 2.1, -0.7], [-2.3, -0.3, 1.1], [0.1, -0.5, 0.7], [0.8, 2.0, 0.9], [-0.7, -2.1, -0.3], [0.4, 1.2, 0.9], [0.2, -0.9, -0.3], [0.0, -0.3, -0.5], [0.1, -0.2, 1.0], [0.0, 0.3, -0.1], [0.3, -0.7, -0.2], [0.0, -0.2, -1.0], [0.8, 0.6, -0.9], [0.5, -0.4, 0.2], [-0.3, 0.6, -0.6], [-0.4, -0.5, -0.3], [-0.1, -0.8, -0.1], [0.5, 0.6, -0.7], [1.3, -2.2, 1.7], [-0.3, 0.3, -0.6], [-1.2, 0.3, -1.0], [-0.5, -0.1, 0.3], [-0.4, 0.4, -0.9], [-0.5, 0.1, 0.1], [-0.2, -0.3, -0.3], [0.1, -0.5, 0.3], [-0.5, 0.0, -0.1], [0.0, -0.1, 0.2], [-0.5, 0.4, 0.0], [0.6, 0.2, 0.4], [0.2, -0.2, -0.3], [0.1, 0.5, 0.3], [0.9, 0.7, 0.3], [0.4, -0.3, -0.1]]}